Entry from OMol25: a structure of composition C20H44HfNOP3S (wB97M-V/def2-TZVPD).

Results
Highest occupied orbital energy (eV): -18.7
Frontier orbital gap (eV): 4.14
Net charge: +4
Electronic energy (Eh): -2387.16880
Relative energy (zero: lowest compared OMol25 entry of this formula, charge and spin) (kcal/mol): 4.1

```
71
C20H44HfNOP3S wB97M-V/def2-TZVPD
Hf 0.235 -0.074 -0.900
P -1.462 1.919 -0.476
P -1.820 -1.495 0.525
P 2.101 1.740 -1.684
H -0.888 -3.289 -1.386
C -0.323 -2.498 -1.871
C 1.003 -2.234 -1.448
H 1.364 -2.609 -0.483
C -2.565 2.097 -1.916
C -2.638 2.058 0.921
C -0.791 3.618 -0.342
C -1.786 -3.289 0.960
C -2.231 -1.030 2.255
C -3.511 -1.426 -0.228
C 3.792 1.129 -2.070
C 2.538 2.974 -0.421
C 1.823 2.817 -3.180
H -0.623 -2.322 -2.911
H 1.797 -2.184 -2.207
H -3.209 2.971 -1.761
H -3.183 1.199 -2.031
H -1.962 2.242 -2.821
H -3.100 3.054 0.894
H -2.091 1.969 1.868
H -3.427 1.300 0.865
H -1.606 4.323 -0.131
H -0.288 3.915 -1.270
H -0.094 3.664 0.504
H -2.774 -3.622 1.330
H -1.027 -3.454 1.738
H -1.519 -3.928 0.117
H -3.076 -1.632 2.627
H -2.481 0.026 2.352
H -1.358 -1.233 2.884
H -4.150 -2.219 0.195
H -3.429 -1.584 -1.311
H -3.981 -0.448 -0.064
H 4.204 1.670 -2.929
H 3.791 0.063 -2.306
H 4.442 1.312 -1.211
H 3.279 3.684 -0.809
H 2.961 2.475 0.459
H 1.673 3.556 -0.097
H 2.734 2.833 -3.789
H 1.594 3.843 -2.879
H 1.017 2.433 -3.813
C 1.316 -1.331 -5.568
C 0.779 -0.635 -6.676
C 1.121 -1.025 -7.974
C 1.982 -2.106 -8.189
C 2.404 -2.877 -7.107
C 2.081 -2.503 -5.797
S 1.316 -0.488 -3.952
H 0.028 -0.433 -3.402
H 0.149 0.243 -6.508
H 0.726 -0.489 -8.839
H 2.318 -2.317 -9.204
H 3.013 -3.758 -7.297
H 2.472 -3.095 -4.969
C 1.357 1.524 3.236
N 1.682 0.101 3.100
C 2.124 -0.582 4.318
C 1.562 -0.580 1.977
O 1.038 -0.104 0.897
H 2.226 2.073 3.626
H 0.540 1.678 3.957
H 1.062 1.983 2.288
H 1.347 -1.273 4.673
H 3.025 -1.163 4.097
H 2.334 0.160 5.100
H 1.906 -1.614 1.993
```

=====

Entry from OMol25: a cluster of 3 separate species, C20H44N2O3 in total (wB97M-V/def2-TZVPD).

Results
Highest occupied orbital energy (eV): -8.1
Frontier orbital gap (eV): 8.70
Net charge: 0
Electronic energy (Eh): -1123.54962
Relative energy (zero: lowest compared OMol25 entry of this formula, charge and spin) (kcal/mol): 0.0
SMILES: CC1(C)CCCC(C)(C)N1O.CC1(C)CCCC(C)(C)N1O.CCO

```
69
C20H44N2O3 wB97M-V/def2-TZVPD
C 1.241 2.041 5.155
C 0.898 0.831 6.043
C 1.291 1.172 7.487
C -0.616 0.621 6.054
C -1.169 -0.217 4.861
C -0.369 -1.504 4.760
C 1.156 -1.322 4.642
C 1.863 -2.666 4.774
C 1.487 -0.728 3.255
N 1.568 -0.430 5.739
O 2.981 -0.283 5.781
H 0.858 2.922 5.679
H 2.316 2.211 5.115
H 0.728 1.973 4.199
H 2.323 1.536 7.496
H 0.680 1.931 7.979
H 1.258 0.293 8.133
H -0.934 0.007 6.900
H -1.186 1.547 5.984
H -2.189 -0.495 5.127
H -1.141 0.390 3.956
H -0.589 -2.046 3.834
H -0.558 -2.206 5.575
H 2.869 -2.590 4.367
H 1.320 -3.369 4.134
H 1.852 -3.100 5.775
H 2.542 -0.576 3.031
H 1.083 0.288 3.277
H 0.988 -1.264 2.448
H 3.237 -0.945 6.432
C -2.469 0.056 -4.329
C -1.407 -0.121 -5.437
C -1.535 -1.575 -5.939
C -1.705 0.733 -6.694
C -1.252 2.176 -6.535
C 0.241 2.188 -6.160
C 0.604 1.357 -4.942
C 2.107 1.177 -4.867
C 0.096 2.074 -3.669
N -0.006 0.027 -5.044
O 0.279 -0.747 -3.914
H -3.305 -0.624 -4.529
H -2.044 -0.245 -3.373
H -3.002 1.010 -4.313
H -0.782 -1.704 -6.717
H -1.245 -2.259 -5.136
H -2.547 -1.794 -6.265
H -1.173 0.304 -7.546
H -2.769 0.629 -6.911
H -1.358 2.720 -7.478
H -1.906 2.714 -5.842
H 0.511 3.242 -6.116
H 0.709 1.721 -7.033
H 2.712 2.084 -4.773
H 2.449 0.826 -5.850
H 2.431 0.498 -4.083
H 0.319 3.148 -3.682
H 0.475 1.692 -2.723
H -0.997 2.063 -3.648
H 0.969 -1.345 -4.222
C -0.602 -1.764 -0.733
C -1.584 -1.406 0.357
O -1.620 -2.310 1.451
H -0.756 -2.720 -1.241
H 0.430 -1.818 -0.367
H -0.558 -0.996 -1.508
H -2.614 -1.441 -0.026
H -1.402 -0.369 0.640
H -1.483 -3.225 1.206
```